Density functional theory data (ωB97M-V/def2-TZVPD) for a molecular structure, C6H8ClN in a non-equilibrium geometry.

Last column: Löwdin charge in e.
Geometry (Å):
C -1.20744 -1.67700 0.37673  -0.17
C 0.19257 -0.27410 -1.12451  -0.26
C 1.65725 -0.25377 -1.35647  -0.01
C 2.07244 -0.29818 -0.03010  -0.02
C 0.81804 -0.41402 0.78157  -0.26
C 0.14964 0.83440 0.07978  -0.53
H -1.96426 -0.68963 -0.13420  0.10
H -1.14377 -1.71052 1.73894  0.16
H -1.51695 -2.90758 -0.13026  0.14
H -0.51907 -0.29292 -1.89080  0.12
H 2.26455 -0.34807 -2.32500  0.14
H 3.02209 -0.55639 0.25737  0.08
H 0.78956 -0.83461 1.74919  0.12
H 0.74906 1.69136 -0.30810  0.09
N 0.02449 -1.26346 -0.06710  -0.28
Cl -1.40868 1.58756 0.53827  0.58

The calculation puts the energy above the lowest of the compared OMol25 structures with the same formula, charge and spin at 135.39 kcal per mole. The calculation puts the molecular weight at 129.6 g/mol.

***

Density functional theory data (ωB97M-V/def2-TZVPD) for 2 unconnected molecules or ions with the total composition C6H8ClNO in a non-equilibrium geometry.

Last column: Löwdin charge in e.
Geometry (Å):
C -2.49525 1.45089 0.65610  -0.31
C 0.03160 -0.04329 -1.23506  -0.18
C -2.07106 0.26631 1.04538  -0.57
C 0.95648 -0.47117 -0.39483  -0.30
C 1.60331 -1.85771 -0.65286  -0.05
C 1.76012 0.48641 0.50824  -0.03
N -2.84991 2.59060 0.44299  0.13
O -0.94054 0.28677 -1.82151  0.13
Cl -3.13684 -1.06922 0.74899  0.59
H -1.28206 -0.11764 1.58832  0.02
H 0.93377 -2.44415 -1.38946  0.12
H 1.87986 -2.41119 0.17792  0.04
H 2.53993 -1.69667 -1.10656  0.05
H 1.45981 0.21646 1.46439  0.05
H 1.34953 1.38668 0.20690  0.05
H 2.83987 0.33408 0.30155  0.10
H -2.57861 3.09283 -0.54049  0.15

The structure (SMILES) is CC(C)=C=O.N=C=CCl. The calculation puts the energy above the lowest of the compared OMol25 structures with the same formula, charge and spin at 69.40 kcal per mole. The calculation puts the molecular weight at 145.6 g/mol.

***

no.,frontier orbital gap (eV),E (a.u.),HOMO level (Eh)
1,8.88,-748.13232,-0.29091
2,9.18,-823.47756,-0.31511